Entry 1:
DFT (the ωB97M-V functional and the def2-TZVPD basis) results for an isolated molecule of C4H8N2S in a non-equilibrium geometry.

Results
SMILES = C=C/N=C(/C)NS
Kohn-Sham gap = 9.5 eV
Max |F| = 1.50 eV/A
LUMO level = 0.72 eV
HOMO energy = -8.7 eV
Molar mass = 116.19 g/mol
Total energy = -18091.7885 eV

Positions of all 15 atoms, in Å:
C (0.731, 1.954, -0.224)
C (-0.130, 0.755, 0.065)
C (-2.310, -0.108, 0.378)
C (-2.568, -1.169, -0.423)
H (1.350, 1.644, -1.110)
H (0.082, 2.843, -0.384)
H (1.399, 2.143, 0.655)
H (-0.049, -1.319, 0.415)
H (2.673, -0.842, 1.191)
H (-2.777, 0.043, 1.346)
H (-2.078, -1.220, -1.401)
H (-3.339, -1.911, -0.160)
N (0.532, -0.475, 0.255)
N (-1.403, 0.941, 0.042)
S (2.156, -0.827, -0.088)

Computed Mulliken charges, given in elementary charges: atom 1 (C): -1.0106, atom 2 (C): 0.6871, atom 3 (C): -0.1983, atom 4 (C): -0.6452, atom 5 (H): 0.3136, atom 6 (H): 0.2735, atom 7 (H): 0.2764, atom 8 (H): 0.3276, atom 9 (H): 0.1404, atom 10 (H): 0.3009, atom 11 (H): 0.2746, atom 12 (H): 0.2550, atom 13 (N): -0.3150, atom 14 (N): -0.4890, atom 15 (S): -0.1909



Entry 2:
DFT (the ωB97M-V functional and the def2-TZVPD basis) results for a structure of composition C43H65N2OP3S2SeSiY in a non-equilibrium geometry.

Results
Net charge = -1
Kohn-Sham gap = 6.2 eV
Max |F| = 1.01 eV/A
LUMO level = 2.43 eV
HOMO energy = -3.8 eV
Molar mass = 979.01 g/mol
Total energy = -174484.5190 eV

Positions of all 119 atoms, in Å:
Y (0.302, 0.696, -1.259)
C (1.660, -3.347, -0.975)
C (2.886, -2.692, -0.338)
C (3.404, -3.548, 0.818)
P (2.545, -0.898, 0.096)
C (4.178, -0.116, -0.388)
C (4.179, 1.372, -0.062)
C (5.514, -0.753, 0.003)
C (2.343, -0.871, 1.912)
C (3.415, -0.921, 2.799)
C (3.215, -0.834, 4.165)
C (1.924, -0.717, 4.656)
C (0.855, -0.685, 3.776)
C (1.026, -0.753, 2.394)
Si (-0.489, -0.562, 1.186)
C (-1.638, 0.411, 2.364)
C (-2.677, -0.176, 3.077)
C (-3.374, 0.516, 4.052)
C (-3.017, 1.821, 4.355)
C (-1.992, 2.427, 3.649)
C (-1.321, 1.746, 2.633)
P (0.054, 2.526, 1.693)
C (1.121, 3.112, 3.142)
C (2.577, 2.810, 2.819)
C (0.962, 4.541, 3.659)
C (-0.739, 3.990, 0.842)
C (-1.789, 4.839, 1.552)
C (0.341, 4.862, 0.206)
C (-1.303, -2.302, 1.149)
C (-0.791, -3.346, 1.917)
C (-1.360, -4.608, 1.911)
C (-2.487, -4.851, 1.141)
C (-3.015, -3.826, 0.373)
C (-2.427, -2.563, 0.347)
P (-3.140, -1.153, -0.619)
C (-4.988, -1.368, -0.397)
C (-5.334, -1.395, 1.090)
C (-5.695, -0.188, -1.062)
C (-3.040, -1.701, -2.442)
C (-3.242, -3.191, -2.723)
C (-1.747, -1.120, -3.037)
H (1.882, -4.389, -1.213)
H (1.410, -2.827, -1.903)
H (0.804, -3.335, -0.297)
H (3.663, -2.619, -1.108)
H (2.658, -3.617, 1.612)
H (4.318, -3.151, 1.258)
H (3.609, -4.559, 0.462)
H (4.082, -0.217, -1.478)
H (4.324, 1.545, 1.005)
H (3.243, 1.853, -0.371)
H (4.992, 1.866, -0.598)
H (5.781, -0.541, 1.038)
H (6.305, -0.328, -0.620)
H (5.523, -1.832, -0.147)
H (4.423, -1.024, 2.425)
H (4.061, -0.860, 4.840)
H (1.750, -0.647, 5.723)
H (-0.147, -0.586, 4.177)
H (-2.932, -1.211, 2.878)
H (-4.179, 0.031, 4.591)
H (-3.536, 2.367, 5.134)
H (-1.723, 3.444, 3.893)
H (0.818, 2.434, 3.950)
H (2.914, 3.371, 1.946)
H (2.699, 1.746, 2.611)
H (3.218, 3.073, 3.665)
H (1.246, 5.272, 2.902)
H (1.618, 4.691, 4.519)
H (-0.053, 4.764, 3.978)
H (-1.252, 3.478, 0.021)
H (-1.354, 5.467, 2.331)
H (-2.578, 4.231, 1.986)
H (-2.251, 5.500, 0.817)
H (0.863, 5.472, 0.946)
H (-0.122, 5.540, -0.513)
H (1.068, 4.259, -0.341)
H (0.071, -3.164, 2.548)
H (-0.936, -5.395, 2.523)
H (-2.958, -5.826, 1.145)
H (-3.911, -4.014, -0.202)
H (-5.332, -2.299, -0.862)
H (-4.995, -0.475, 1.571)
H (-4.864, -2.237, 1.599)
H (-6.416, -1.470, 1.225)
H (-5.376, 0.749, -0.604)
H (-6.777, -0.278, -0.941)
H (-5.484, -0.113, -2.128)
H (-3.869, -1.151, -2.899)
H (-2.447, -3.796, -2.287)
H (-3.242, -3.395, -3.787)
H (-4.190, -3.538, -2.312)
H (-0.654, -2.402, -2.019)
H (-1.808, -0.030, -2.960)
H (-0.624, -0.693, -4.783)
C (3.702, 3.357, -3.685)
C (2.737, 2.257, -3.334)
S (1.204, 2.807, -2.683)
C (3.039, 0.961, -3.571)
C (4.354, 0.584, -4.196)
S (1.930, -0.363, -3.220)
H (3.222, 4.323, -3.552)
H (4.043, 3.279, -4.721)
H (4.590, 3.329, -3.044)
H (4.367, 0.823, -5.265)
H (4.534, -0.485, -4.092)
H (5.187, 1.122, -3.734)
C (-2.584, -1.204, -5.438)
C (-1.397, -1.427, -4.515)
N (-0.849, -2.786, -4.629)
O (-0.643, -1.452, -2.192)
H (-2.279, -1.316, -6.479)
H (-2.967, -0.191, -5.315)
H (-3.392, -1.905, -5.243)
H (-0.868, -3.068, -5.602)
H (0.134, -2.741, -4.370)
Se (-3.961, 3.402, -2.784)
C (-2.598, 2.498, -2.113)
N (-1.732, 1.877, -1.637)

Mulliken population analysis, charges in e, atoms 1 to 99: atom 1 (Y): -1.1568, atom 2 (C): -1.0779, atom 3 (C): 0.4832, atom 4 (C): -1.7752, atom 5 (P): 0.7568, atom 6 (C): 1.4093, atom 7 (C): -1.2814, atom 8 (C): -1.8510, atom 9 (C): -0.3742, atom 10 (C): -0.0452, atom 11 (C): -0.8376, atom 12 (C): -0.9126, atom 13 (C): 0.1981, atom 14 (C): 0.1830, atom 15 (Si): 0.8215, atom 16 (C): 0.1432, atom 17 (C): 0.0209, atom 18 (C): -1.0066, atom 19 (C): -1.0475, atom 20 (C): -0.2328, atom 21 (C): -0.2216, atom 22 (P): 1.3175, atom 23 (C): 0.3519, atom 24 (C): -1.0155, atom 25 (C): -1.6749, atom 26 (C): 1.9848, atom 27 (C): -1.6410, atom 28 (C): -1.3239, atom 29 (C): -0.1024, atom 30 (C): -0.2200, atom 31 (C): -0.9880, atom 32 (C): -0.9502, atom 33 (C): -0.1553, atom 34 (C): 0.8156, atom 35 (P): 0.7740, atom 36 (C): 0.6506, atom 37 (C): -1.4005, atom 38 (C): -1.5187, atom 39 (C): 0.1762, atom 40 (C): -1.6671, atom 41 (C): -0.2326, atom 42 (H): 0.6231, atom 43 (H): -0.0986, atom 44 (H): 0.0732, atom 45 (H): 0.6993, atom 46 (H): 0.2117, atom 47 (H): 0.3247, atom 48 (H): 0.5197, atom 49 (H): -0.4398, atom 50 (H): 0.2918, atom 51 (H): 0.0113, atom 52 (H): 0.5521, atom 53 (H): 0.3648, atom 54 (H): 0.4783, atom 55 (H): 0.3331, atom 56 (H): 0.1310, atom 57 (H): 0.3900, atom 58 (H): 0.4087, atom 59 (H): 0.4802, atom 60 (H): 0.5412, atom 61 (H): 0.4216, atom 62 (H): 0.3868, atom 63 (H): 0.2605, atom 64 (H): 0.4535, atom 65 (H): 0.3544, atom 66 (H): -0.1402, atom 67 (H): 0.5602, atom 68 (H): 0.2567, atom 69 (H): 0.4502, atom 70 (H): 0.2994, atom 71 (H): -0.8734, atom 72 (H): 0.2285, atom 73 (H): 0.4252, atom 74 (H): 0.4553, atom 75 (H): 0.2075, atom 76 (H): 0.4083, atom 77 (H): 0.0980, atom 78 (H): 0.4353, atom 79 (H): 0.3876, atom 80 (H): 0.3845, atom 81 (H): 0.3222, atom 82 (H): 0.2678, atom 83 (H): 0.2287, atom 84 (H): 0.2511, atom 85 (H): 0.5233, atom 86 (H): 0.3109, atom 87 (H): 0.4654, atom 88 (H): 0.2848, atom 89 (H): 0.5990, atom 90 (H): 0.2197, atom 91 (H): 0.4819, atom 92 (H): 0.3635, atom 93 (H): -0.0729, atom 94 (H): -0.2085, atom 95 (H): 0.2263, atom 96 (C): -1.6466, atom 97 (C): 0.4901, atom 98 (S): -0.4723, atom 99 (C): 0.4424



Entry 3:
DFT (the ωB97M-V functional and the def2-TZVPD basis) results for a structure of composition C33H36AsBCsIN12S.

Results
Net charge = -2
Kohn-Sham gap = 5.6 eV
Max |F| = 0.20 eV/A
LUMO level = 3.33 eV
HOMO energy = -2.3 eV
Molar mass = 978.35 g/mol
Total energy = -133688.6467 eV

Positions of all 86 atoms, in Å:
Cs (-0.503, 0.357, -1.322)
C (-1.611, -0.141, -4.977)
C (-0.479, -0.878, -5.368)
N (-0.390, -2.019, -4.698)
N (-1.457, -2.049, -3.878)
C (-2.213, -0.938, -4.027)
B (-1.652, -3.267, -2.950)
N (-2.778, -2.960, -1.932)
C (-3.818, -3.767, -1.645)
C (-4.565, -3.176, -0.647)
C (-3.891, -1.968, -0.399)
N (-2.819, -1.849, -1.168)
N (-0.323, -3.605, -2.255)
C (0.343, -4.773, -2.299)
C (1.515, -4.633, -1.590)
C (1.480, -3.300, -1.147)
N (0.374, -2.691, -1.554)
H (-1.932, 0.832, -5.310)
H (0.281, -0.624, -6.091)
H (-3.098, -0.778, -3.435)
H (-1.993, -4.255, -3.567)
H (-3.939, -4.699, -2.171)
H (-5.460, -3.552, -0.182)
H (-4.138, -1.180, 0.297)
H (-0.067, -5.610, -2.841)
H (2.286, -5.367, -1.428)
H (2.214, -2.762, -0.563)
S (-2.625, 4.209, 1.814)
C (-1.058, 3.983, 2.511)
C (-0.622, 4.213, 3.812)
C (0.700, 3.944, 4.118)
C (1.568, 3.442, 3.144)
C (1.133, 3.191, 1.855)
C (-0.194, 3.475, 1.527)
N (-0.750, 3.318, 0.270)
C (-1.992, 3.675, 0.244)
C (-2.884, 3.675, -0.929)
C (-3.942, 4.599, -0.937)
C (-4.829, 4.620, -1.999)
C (-4.643, 3.709, -3.040)
C (-3.582, 2.815, -3.000)
C (-2.635, 2.740, -1.953)
H (-1.300, 4.593, 4.566)
H (1.063, 4.115, 5.124)
H (2.597, 3.236, 3.411)
H (1.790, 2.777, 1.100)
H (-4.075, 5.315, -0.129)
H (-5.645, 5.333, -2.021)
H (-5.332, 3.708, -3.881)
H (-3.490, 2.133, -3.845)
N (4.439, -1.525, 0.567)
C (5.367, -2.191, 0.810)
N (6.347, -3.018, 1.008)
C (7.317, -2.731, 1.852)
N (8.218, -2.574, 2.569)
I (4.726, 3.089, -4.251)
C (3.939, 2.113, -2.617)
C (4.444, 0.989, -1.999)
N (3.611, 0.708, -0.988)
N (2.594, 1.573, -0.906)
C (2.774, 2.433, -1.898)
H (5.310, 0.384, -2.204)
H (3.712, -0.071, -0.322)
H (2.067, 3.233, -2.058)
C (-0.181, -3.065, 2.001)
C (1.121, -2.413, 2.455)
As (1.160, -0.488, 2.034)
C (2.712, -0.001, 3.137)
C (2.530, -0.060, 4.646)
C (-0.347, 0.096, 3.184)
C (-1.641, 0.203, 2.379)
H (-0.161, -4.145, 2.167)
H (-0.362, -2.901, 0.936)
H (-1.037, -2.667, 2.551)
H (1.980, -2.850, 1.941)
H (1.270, -2.554, 3.529)
H (3.008, 1.000, 2.821)
H (3.501, -0.673, 2.794)
H (1.777, 0.654, 4.983)
H (3.463, 0.170, 5.169)
H (2.212, -1.052, 4.973)
H (-0.093, 1.067, 3.615)
H (-0.458, -0.611, 4.012)
H (-1.553, 0.968, 1.605)
H (-2.490, 0.483, 3.010)
H (-1.893, -0.738, 1.883)

Computed Mulliken charges, given in elementary charges: atom 1 (Cs): 1.3283, atom 2 (C): -0.2911, atom 3 (C): -0.5245, atom 4 (N): -1.0976, atom 5 (N): 0.7208, atom 6 (C): -0.4890, atom 7 (B): 0.4331, atom 8 (N): -0.0884, atom 9 (C): -0.3594, atom 10 (C): -1.0446, atom 11 (C): -0.5231, atom 12 (N): 0.3298, atom 13 (N): -0.1750, atom 14 (C): -0.3623, atom 15 (C): -1.1825, atom 16 (C): -0.7395, atom 17 (N): 0.4966, atom 18 (H): 0.3726, atom 19 (H): 0.4205, atom 20 (H): 0.4435, atom 21 (H): -0.2577, atom 22 (H): 0.4141, atom 23 (H): 0.3866, atom 24 (H): 0.4829, atom 25 (H): 0.4271, atom 26 (H): 0.4109, atom 27 (H): 0.7659, atom 28 (S): -0.3710, atom 29 (C): 1.1547, atom 30 (C): -0.5144, atom 31 (C): -0.6352, atom 32 (C): -0.5584, atom 33 (C): -0.1465, atom 34 (C): -0.7055, atom 35 (N): -0.2545, atom 36 (C): 0.0912, atom 37 (C): 0.7420, atom 38 (C): -0.7272, atom 39 (C): -0.6389, atom 40 (C): -0.6111, atom 41 (C): -0.7721, atom 42 (C): 0.2705, atom 43 (H): 0.3885, atom 44 (H): 0.3513, atom 45 (H): 0.4355, atom 46 (H): 0.4068, atom 47 (H): 0.2681, atom 48 (H): 0.3532, atom 49 (H): 0.3478, atom 50 (H): 0.0817, atom 51 (N): -0.7137, atom 52 (C): 0.4183, atom 53 (N): -0.7442, atom 54 (C): 0.4573, atom 55 (N): -0.6128, atom 56 (I): 0.0482, atom 57 (C): -0.9837, atom 58 (C): -0.0808, atom 59 (N): 0.3489, atom 60 (N): -0.5427, atom 61 (C): -0.0022, atom 62 (H): 0.4516, atom 63 (H): 0.4296, atom 64 (H): 0.5484, atom 65 (C): -1.0571, atom 66 (C): -0.8452, atom 67 (As): 0.3285, atom 68 (C): -0.3808, atom 69 (C): -1.3994, atom 70 (C): -0.5928, atom 71 (C): -0.2496, atom 72 (H): 0.3959, atom 73 (H): 0.1076, atom 74 (H): 0.2965, atom 75 (H): 0.4155, atom 76 (H): 0.4586, atom 77 (H): 0.3062, atom 78 (H): 0.3007, atom 79 (H): 0.2406, atom 80 (H): 0.4413, atom 81 (H): 0.2954, atom 82 (H): 0.1031, atom 83 (H): 0.6173, atom 84 (H): -0.4047, atom 85 (H): 0.4366, atom 86 (H): -0.0908



Entry 4:
DFT (the ωB97M-V functional and the def2-TZVPD basis) results for an isolated molecule of C2H4N2Se in a non-equilibrium geometry.

Results
SMILES = C1N=NC[Se]1
Kohn-Sham gap = 9.4 eV
Max |F| = 3.37 eV/A
LUMO level = 0.69 eV
HOMO energy = -8.7 eV
Molar mass = 135.03 g/mol
Total energy = -70462.8574 eV

Positions of all 9 atoms, in Å:
C (0.042, -1.433, 0.200)
C (0.062, 1.389, 0.158)
N (-1.207, -0.643, 0.097)
N (-1.236, 0.536, 0.046)
Se (1.527, 0.009, -0.022)
H (0.111, -1.949, 1.129)
H (0.177, -2.064, -0.664)
H (-0.062, 2.328, -0.577)
H (-0.010, 1.635, 1.177)

Computed Mulliken charges, given in elementary charges: atom 1 (C): -0.4275, atom 2 (C): -0.4331, atom 3 (N): -0.1261, atom 4 (N): -0.1838, atom 5 (Se): -0.0546, atom 6 (H): 0.3036, atom 7 (H): 0.2874, atom 8 (H): 0.3033, atom 9 (H): 0.3307



Entry 5:
DFT (the ωB97M-V functional and the def2-TZVPD basis) results for a structure of composition C24H20F2HfIN2O5 in a non-equilibrium geometry.

Results
Net charge = -1
Kohn-Sham gap = 6.0 eV
Max |F| = 1.32 eV/A
LUMO level = 2.08 eV
HOMO energy = -3.9 eV
Molar mass = 759.82 g/mol
Total energy = -53278.1555 eV

Positions of all 55 atoms, in Å:
Hf (0.801, 0.857, 0.182)
O (0.953, -3.733, -2.918)
C (1.769, -2.826, -3.490)
C (2.695, -3.334, -4.406)
C (3.595, -2.508, -5.048)
C (3.600, -1.148, -4.782)
C (2.683, -0.635, -3.880)
C (1.749, -1.434, -3.228)
C (0.738, -0.690, -2.327)
O (1.396, 0.348, -1.649)
N (0.111, -1.627, -1.384)
N (0.337, -1.281, -0.148)
C (0.022, -2.008, 0.892)
C (0.471, -1.698, 2.246)
C (-0.069, -2.433, 3.307)
C (0.350, -2.258, 4.616)
C (1.347, -1.333, 4.896)
C (1.905, -0.588, 3.869)
C (1.477, -0.741, 2.551)
O (1.994, 0.032, 1.589)
H (0.493, -3.264, -2.145)
H (2.684, -4.402, -4.588)
H (4.303, -2.931, -5.751)
H (4.309, -0.492, -5.271)
H (2.677, 0.425, -3.657)
H (-0.496, -2.950, 0.728)
H (-0.837, -3.166, 3.084)
H (-0.092, -2.848, 5.409)
H (1.691, -1.191, 5.914)
H (2.679, 0.145, 4.060)
C (-1.734, 1.883, 3.918)
C (-1.481, 1.699, 2.445)
O (-0.368, 1.267, 2.123)
C (-2.512, 2.006, 1.475)
C (-3.752, 2.530, 1.886)
C (-4.741, 2.827, 0.984)
C (-4.506, 2.596, -0.379)
C (-3.313, 2.085, -0.818)
C (-2.274, 1.774, 0.092)
O (-1.165, 1.286, -0.363)
H (-0.850, 1.555, 4.457)
H (-2.596, 1.296, 4.236)
H (-1.939, 2.931, 4.143)
H (-3.927, 2.704, 2.940)
H (-5.687, 3.232, 1.316)
H (-5.281, 2.824, -1.101)
H (-3.127, 1.905, -1.868)
F (0.911, 3.261, -1.049)
C (1.815, 2.933, 0.005)
F (1.151, 3.493, 1.134)
H (2.687, 3.567, -0.163)
I (-1.172, -1.119, -4.786)
C (-0.346, 0.014, -3.165)
H (0.063, 0.919, -3.606)
H (-1.192, 0.245, -2.528)

Computed Mulliken charges, given in elementary charges: atom 1 (Hf): 1.6784, atom 2 (O): -0.6736, atom 3 (C): 0.8959, atom 4 (C): -0.7134, atom 5 (C): -0.2991, atom 6 (C): -0.9205, atom 7 (C): -0.6481, atom 8 (C): -0.4084, atom 9 (C): 2.0352, atom 10 (O): -0.7892, atom 11 (N): -1.5441, atom 12 (N): 0.8206, atom 13 (C): -0.6937, atom 14 (C): 0.9974, atom 15 (C): -0.8321, atom 16 (C): -0.6156, atom 17 (C): -0.4990, atom 18 (C): -0.6399, atom 19 (C): 0.7698, atom 20 (O): -1.1481, atom 21 (H): 0.5007, atom 22 (H): 0.4097, atom 23 (H): 0.3463, atom 24 (H): 0.3786, atom 25 (H): 0.3787, atom 26 (H): 0.3665, atom 27 (H): 0.3765, atom 28 (H): 0.3839, atom 29 (H): 0.3611, atom 30 (H): 0.4118, atom 31 (C): -1.9473, atom 32 (C): 1.1232, atom 33 (O): -0.3826, atom 34 (C): 0.6039, atom 35 (C): -0.6583, atom 36 (C): -0.8963, atom 37 (C): -0.4425, atom 38 (C): -0.9836, atom 39 (C): 0.2886, atom 40 (O): 0.1567, atom 41 (H): 0.3064, atom 42 (H): 0.4297, atom 43 (H): 0.4357, atom 44 (H): 0.3683, atom 45 (H): 0.3732, atom 46 (H): 0.4099, atom 47 (H): 0.4415, atom 48 (F): -0.2585, atom 49 (C): -0.2967, atom 50 (F): -0.2643, atom 51 (H): 0.1988, atom 52 (I): -0.0374, atom 53 (C): -1.6240, atom 54 (H): 0.4987, atom 55 (H): 0.4707